Here is C30H23F3N4O2PdSTe as an isolated structure from OMol25. Energies are from ωB97M-V/def2-TZVPD.

Values from the calculation:
Relative energy (zero: lowest compared OMol25 entry of this formula, charge and spin)   9.8 kJ/mol
Net charge   +2
E_tot   -71283.752 eV
Kohn-Sham gap (alpha / beta)   4.69 / 4.69 eV

Each line ends with the Löwdin charge.
CARTESIAN COORDINATES (ANGSTROEM)
Te 1.4619 1.8355 3.2646  1.50
Pd 0.8215 1.5522 0.8664  0.29
S -0.7654 3.0471 1.2614  0.67
F -2.5826 5.2861 0.5953  0.13
F -1.7788 7.0985 -0.2618  0.16
F -1.2176 5.1810 -1.0803  0.14
O 2.6120 2.3887 -0.8314  0.09
O 5.3521 -6.5069 -6.2385  0.02
N 5.9871 -2.7700 -2.4191  0.14
N 5.7922 -1.5220 -2.6076  0.13
N 1.1562 4.4987 2.3893  -0.07
N 2.1604 -0.0831 0.2380  0.02
C -1.4810 5.8372 0.0608  -0.62
C 5.7430 -7.8957 -6.0860  0.02
C -0.3134 5.7726 1.0156  -0.11
C 2.6303 -2.4234 0.2554  0.01
C 3.1492 0.0946 -0.6449  -0.12
C 6.2297 -4.9833 -3.1012  0.06
C 1.4599 6.8569 2.2048  -0.02
C 1.8160 5.6169 2.6939  -0.12
C 5.8129 -3.6422 -3.3905  -0.25
C 3.6501 -2.2464 -0.6573  0.04
C 4.5685 1.7469 -1.9582  0.05
C 5.1087 -4.3138 -5.5943  0.06
C 5.0406 -0.6516 -2.0437  -0.16
C -0.2302 0.9272 8.0484  -0.06
C 3.3838 1.5039 -1.1230  -0.30
C 3.9312 -0.9607 -1.1176  -0.05
C -0.1298 2.4221 4.5594  -0.35
C -0.3763 1.8316 7.0082  -0.02
C 0.0235 1.4820 5.7244  -0.30
C 5.2558 -3.3349 -4.6811  0.05
C 5.5215 -5.6518 -5.2831  -0.22
C 5.3285 0.7420 -2.3891  0.03
C 0.5792 0.2238 5.4868  -0.31
C 0.1110 4.5580 1.5672  -0.62
C 0.9892 -0.1015 4.0722  -0.39
C 6.0855 -5.9723 -4.0176  0.04
C 1.9110 -1.3172 0.6779  -0.08
C 0.3251 -0.3232 7.8131  -0.06
C 0.7340 -0.6735 6.5357  -0.03
C 0.3714 6.9279 1.3496  0.03
H 2.0163 7.7402 2.4812  0.12
H 2.6586 5.5008 3.3660  0.12
H 0.0544 7.8749 0.9358  0.13
H 5.1804 -8.3488 -5.2724  0.11
H 5.4851 -8.3620 -7.0289  0.11
H 6.1871 0.9090 -3.0262  0.13
H 0.0016 3.4689 4.8211  0.07
H -0.8012 2.8100 7.1947  0.12
H 2.3863 -3.4025 0.6416  0.13
H 1.8468 -0.7710 4.0299  0.06
H 0.1652 -0.5223 3.4932  0.06
H 6.6652 -5.1770 -2.1293  0.14
H 4.9777 -2.3144 -4.9097  0.13
H -0.5410 1.2019 9.0471  0.11
H 6.8156 -7.9572 -5.9139  0.11
H 4.2217 -3.0976 -0.9961  0.11
H 0.4475 -1.0227 8.6287  0.11
H 6.4040 -6.9796 -3.7976  0.12
H -1.0632 2.2994 4.0139  0.05
H 4.7669 2.7764 -2.2239  0.14
H 1.1743 -1.6465 6.3551  0.12
H 4.7050 -4.1322 -6.5807  0.14
H 1.1040 -1.4169 1.3916  0.11

Atomic forces in eV per Å
Te -0.07 0.01 0.05
Pd 0.08 -0.03 -0.04
S 0.09 -0.05 0.03
F -0.01 -0.01 0.01
F 0.00 0.02 -0.01
F 0.02 -0.01 -0.02
O 0.00 -0.03 -0.05
O -0.01 0.01 0.02
N 0.00 -0.03 -0.05
N -0.06 0.06 0.03
N -0.01 -0.05 0.02
N -0.01 0.09 0.00
C -0.01 0.00 0.02
C 0.00 0.00 -0.01
C -0.02 -0.03 0.00
C 0.01 -0.01 0.00
C 0.02 -0.01 -0.02
C 0.00 -0.02 0.00
C -0.01 0.01 -0.01
C 0.01 -0.01 0.03
C 0.02 0.01 0.06
C 0.01 0.03 0.00
C 0.00 -0.03 -0.01
C 0.00 0.00 0.00
C 0.07 -0.06 -0.04
C 0.00 0.00 0.00
C -0.07 0.06 0.03
C -0.03 -0.02 0.01
C 0.00 0.00 0.00
C 0.00 0.00 -0.01
C 0.00 -0.01 0.01
C -0.02 0.03 -0.01
C 0.01 0.00 -0.01
C -0.01 0.02 0.02
C 0.00 0.01 -0.01
C 0.01 0.08 -0.04
C -0.02 -0.02 0.00
C 0.00 0.00 0.01
C -0.04 0.00 0.03
C 0.00 0.00 0.00
C 0.00 0.00 0.00
C 0.01 0.00 0.00
H 0.00 0.00 0.00
H 0.00 0.00 -0.01
H 0.00 0.00 0.00
H 0.00 0.00 0.00
H 0.00 0.00 0.00
H 0.00 -0.01 0.00
H 0.01 0.01 -0.03
H 0.00 0.00 0.00
H 0.00 0.00 0.00
H 0.01 0.02 -0.02
H 0.00 -0.02 0.01
H 0.00 0.00 0.00
H 0.00 0.00 -0.01
H 0.00 0.00 0.00
H 0.00 0.00 0.00
H 0.00 0.00 0.00
H 0.00 0.00 0.00
H 0.00 0.00 0.00
H 0.00 0.00 0.00
H -0.01 0.00 0.00
H 0.00 0.00 0.00
H 0.00 0.00 0.00
H 0.00 -0.01 0.00

Here is C30H23F3N8O3STi as an isolated structure from OMol25. Energies are from ωB97M-V/def2-TZVPD.

Values from the calculation:
Multiplicity   2
Relative energy (zero: lowest compared OMol25 entry of this formula, charge and spin)   26.9 kJ/mol
Net charge   +1
<S²>   0.754
E_tot   -91649.217 eV
Kohn-Sham gap (alpha / beta)   6.97 / 6.72 eV

Each line ends with the Löwdin charge.
CARTESIAN COORDINATES (ANGSTROEM)
Ti 0.0408 -0.2284 -0.2570  1.09
S -1.1040 -0.1040 -4.8945  1.15
F -1.6572 -3.8417 -2.8207  0.16
F 0.1150 -4.0247 -1.5683  0.12
F -1.6411 -5.2245 -1.1556  0.19
O -1.8241 0.8214 -0.2960  -0.21
O -1.1165 -1.7934 -0.8382  -0.13
O -2.6807 -3.0830 0.1133  0.14
N -0.1994 0.4879 -2.5253  0.02
N 1.1314 -1.9085 0.6438  0.07
N 2.1761 -0.2901 -1.0398  0.02
N -1.2158 5.3822 0.5084  0.16
N 3.3702 5.0924 0.7887  0.15
N -0.7387 -0.6496 1.8584  0.05
N 0.6487 1.6076 0.4980  0.09
N 0.5398 -1.5765 -3.4034  0.14
C -2.2727 -1.6764 3.9161  -0.01
C 4.2363 -1.4878 -1.2121  0.02
C 2.9313 -1.3690 -0.7611  -0.19
C 2.3075 4.6504 0.7555  -0.22
C 2.7310 -3.6411 0.3512  0.03
C 4.0097 0.6635 -2.2250  -0.01
C -2.3614 2.4140 -4.7709  -0.07
C -0.1794 -0.4373 -3.4596  -0.67
C -3.0977 0.5169 -0.9384  -0.21
C -1.4046 -2.5013 3.2190  0.03
C 0.4587 -2.6600 1.5256  -0.18
C 1.9907 -4.4544 1.1926  0.00
C -1.7552 -2.8842 -0.6323  -0.52
C 4.7810 -0.4536 -1.9541  -0.01
C -0.1895 4.8648 0.6079  -0.23
C 2.7091 0.7010 -1.7580  -0.09
C -1.2479 -4.0310 -1.5545  -0.53
C -4.1693 0.2579 0.0931  -0.04
C -1.5576 0.1378 2.5511  -0.09
C 0.8507 -3.9590 1.8063  0.04
C -1.1254 2.7958 -2.2795  -0.04
C 1.0000 4.1079 0.6957  -0.26
C -0.6269 -1.9383 2.2203  -0.20
C -2.5578 3.5825 -4.0596  -0.07
C -2.3265 -0.3298 3.6011  -0.01
C 2.2646 -2.3594 0.0985  -0.18
C 0.8414 2.7579 0.5925  -0.16
C -0.9527 1.5923 -2.9572  -0.31
C -1.9352 3.7751 -2.8281  -0.05
C -1.5565 1.4328 -4.2094  -0.46
H 3.6397 -4.0012 -0.1075  0.12
H 2.0636 1.5440 -1.9611  0.11
H -5.1199 0.0698 -0.4073  0.09
H -2.0796 4.7014 -2.2874  0.11
H 4.8283 -2.3586 -0.9710  0.12
H -1.8403 1.7408 -0.0002  0.10
H -3.9227 -0.6208 0.6887  0.07
H -2.9649 0.3515 4.1450  0.12
H -3.1887 4.3593 -4.4698  0.11
H -3.3431 1.3535 -1.5932  0.12
H -0.6237 2.9765 -1.3447  0.07
H 0.2921 -4.5707 2.4984  0.12
H -2.8214 2.2689 -5.7395  0.12
H 4.4003 1.4997 -2.7868  0.12
H 5.8015 -0.5166 -2.3074  0.13
H 2.3142 -5.4679 1.3879  0.13
H -1.5968 1.1756 2.2522  0.12
H 0.8377 -1.8970 -2.4977  0.07
H 0.3079 -2.3151 -4.0477  0.11
H -2.9103 -0.3595 -1.5502  0.11
H -4.3044 1.1226 0.7461  0.09
H -1.3398 -3.5526 3.4538  0.12
H -2.8908 -2.0802 4.7066  0.13

Atomic forces in eV per Å
Ti -0.45 0.39 -0.10
S 0.01 0.02 0.10
F 0.07 0.01 0.07
F -0.07 -0.11 -0.11
F -0.02 -0.08 0.01
O -0.26 0.02 0.13
O 0.55 0.62 0.01
O 0.08 -0.02 0.20
N 0.03 -0.49 0.27
N 0.06 -0.13 0.09
N -0.11 -0.10 0.00
N 0.07 -0.05 -0.02
N -0.03 -0.10 0.00
N 0.02 -0.24 -0.18
N 0.03 -0.20 -0.14
N 0.03 -0.06 0.02
C -0.02 -0.04 0.02
C -0.10 -0.02 0.04
C 0.12 0.22 -0.17
C 0.11 0.30 0.02
C -0.04 0.05 0.04
C 0.00 0.02 -0.01
C -0.01 -0.06 -0.04
C 0.01 0.19 -0.11
C -0.07 -0.04 0.01
C 0.05 0.20 -0.05
C 0.17 -0.07 -0.01
C 0.04 -0.02 -0.01
C -0.27 -0.25 -0.33
C 0.05 0.04 -0.04
C -0.31 0.24 -0.01
C -0.02 -0.01 0.02
C 0.10 0.19 0.13
C 0.03 -0.02 -0.01
C -0.03 -0.01 -0.04
C 0.03 0.04 -0.02
C 0.00 0.02 -0.15
C 0.17 -0.32 -0.08
C -0.10 -0.03 0.08
C -0.07 0.05 -0.03
C -0.01 0.04 0.02
C -0.18 -0.17 0.08
C 0.09 -0.08 0.20
C -0.05 0.08 -0.21
C 0.04 0.01 0.07
C 0.12 0.06 0.13
H 0.00 -0.01 0.00
H 0.01 0.01 0.00
H 0.01 0.01 -0.02
H 0.03 0.00 0.01
H -0.02 0.00 0.01
H 0.04 -0.06 -0.04
H 0.01 0.00 0.02
H 0.00 0.00 -0.01
H 0.01 -0.01 0.00
H 0.00 0.01 0.02
H 0.07 0.04 0.07
H 0.00 0.00 0.00
H 0.01 0.00 0.01
H 0.00 -0.01 0.00
H -0.01 0.00 0.00
H -0.01 0.01 0.00
H 0.01 0.01 0.01
H -0.04 -0.06 0.02
H -0.02 0.01 0.00
H 0.02 -0.03 -0.02
H 0.00 -0.01 0.01
H 0.03 0.00 0.01
H 0.00 0.00 -0.01

Here is C30H23F4MoN5 as an isolated structure from OMol25. Energies are from ωB97M-V/def2-TZVPD.

Values from the calculation:
Multiplicity   3
Relative energy (zero: lowest compared OMol25 entry of this formula, charge and spin)   0.0 kJ/mol
Net charge   +2
<S²>   2.381
E_tot   -51640.754 eV
Kohn-Sham gap (alpha / beta)   5.80 / 6.24 eV

Each line ends with the Löwdin charge.
CARTESIAN COORDINATES (ANGSTROEM)
Mo -0.8811 0.4241 -0.2882  1.72
F -0.0401 2.1223 -0.0659  -0.39
F 2.4294 0.4148 1.7459  0.13
F 5.5470 2.7000 -1.0149  0.19
F 4.0957 2.1345 -3.1233  0.17
N 6.9096 3.4117 1.5837  0.27
N 3.8678 1.6032 4.0146  0.25
N -0.9791 0.6203 -2.4076  0.12
N 0.9551 -0.3284 -0.3793  -0.07
N 1.9342 1.7243 -5.3543  0.24
C 2.4581 -2.2530 -0.1174  0.02
C -1.8717 0.3933 1.8922  -0.23
C 1.7006 -4.4143 -0.8641  -0.02
C 5.9114 2.8440 1.5760  -0.13
C -2.3983 2.8617 1.6611  -0.01
C 4.0141 1.6965 0.5050  0.01
C 0.2905 -2.4996 -1.1812  -0.04
C 2.3931 1.1073 -1.8235  0.01
C 1.2500 -1.6933 -0.5577  -0.25
C 1.7995 1.4676 -4.2431  -0.16
C 3.6863 1.7386 -1.9336  -0.13
C 0.5159 -3.8547 -1.3309  -0.04
C -2.6918 -1.2430 0.2439  -0.22
C -3.9885 -0.4755 -1.7836  -0.02
C 2.0608 0.5751 -0.5072  -0.17
C -3.9429 2.2422 -0.7646  0.00
C -1.1439 0.6857 3.1811  0.01
C -1.9190 -0.9451 1.3970  -0.24
C -1.1682 -2.0297 2.1230  -0.01
C -2.9853 -2.6641 -0.1639  0.00
C 4.6928 2.0879 1.6119  -0.08
C 2.7937 0.8943 0.5665  -0.16
C 2.6671 -3.6098 -0.2642  -0.02
C 0.1482 0.7766 -2.6637  -0.08
C -2.5276 1.4426 1.1869  -0.24
C 4.2409 1.8071 2.9483  -0.13
C 4.4306 2.0351 -0.8508  -0.11
C 1.5287 1.0679 -2.8967  -0.10
C -3.2703 -0.1819 -0.4985  -0.25
C -3.2248 1.1553 -0.0091  -0.23
H -2.3968 3.5578 0.8281  0.09
H -0.2566 -1.6430 2.5731  0.09
H -2.5287 -2.9431 -1.1122  0.08
H -4.8714 1.8574 -1.1802  0.10
H 3.2119 -1.6496 0.3668  0.12
H -4.1905 3.0740 -0.1137  0.09
H -1.7864 -2.4393 2.9260  0.12
H -4.0634 -2.7698 -0.2919  0.11
H -2.6700 -3.3752 0.5915  0.09
H -0.5912 -2.0517 -1.6252  0.09
H -0.2104 -4.4727 -1.8417  0.12
H -3.8947 0.3447 -2.4897  0.09
H -1.2123 -0.1635 3.8559  0.10
H -0.0849 0.9009 3.0192  0.10
H -0.8939 -2.8425 1.4559  0.08
H -5.0529 -0.6176 -1.5746  0.13
H -3.3460 2.6288 -1.5943  0.11
H -1.4794 3.0160 2.2168  0.09
H 1.8841 -5.4731 -0.9861  0.13
H -3.2423 3.1055 2.3123  0.13
H 3.5895 -4.0486 0.0908  0.13
H -1.5822 1.5428 3.6829  0.10
H -3.6200 -1.3797 -2.2591  0.09

Atomic forces in eV per Å
Mo -0.10 0.01 0.60
F 0.11 0.03 -0.17
F -0.05 -0.04 -0.05
F 0.01 -0.01 0.03
F -0.02 -0.03 -0.01
N -0.01 0.06 0.06
N 0.04 0.03 0.04
N 0.08 0.12 -0.62
N -0.23 0.02 -0.08
N -0.02 0.03 0.01
C 0.00 -0.11 -0.01
C 0.14 0.01 0.05
C 0.00 0.01 0.00
C -0.07 -0.15 -0.13
C -0.04 -0.05 0.00
C -0.27 -0.17 -0.34
C -0.04 -0.15 -0.06
C 0.25 0.04 0.10
C 0.03 0.21 0.10
C 0.08 -0.05 0.01
C -0.12 -0.03 -0.02
C 0.02 -0.01 0.00
C 0.06 -0.15 -0.09
C -0.01 0.01 0.05
C -0.02 -0.10 -0.14
C -0.01 -0.04 0.03
C -0.06 -0.02 -0.02
C 0.02 -0.06 0.01
C -0.02 0.02 0.00
C -0.03 0.06 0.04
C 0.22 0.19 0.38
C 0.28 0.22 0.09
C 0.00 0.02 0.01
C 0.51 0.07 0.08
C 0.00 0.01 0.00
C -0.05 -0.03 -0.17
C 0.00 -0.01 0.17
C -0.66 -0.09 0.03
C 0.00 -0.01 0.02
C -0.02 0.05 -0.02
H 0.00 0.01 0.00
H 0.00 0.00 0.00
H 0.00 0.01 -0.01
H -0.01 0.02 0.00
H -0.01 0.03 0.00
H -0.02 0.00 -0.01
H 0.01 -0.01 -0.01
H 0.00 -0.01 0.02
H 0.00 -0.01 -0.01
H 0.01 0.06 0.02
H 0.00 0.00 0.00
H 0.00 0.00 -0.01
H 0.01 0.01 0.01
H 0.00 0.01 -0.01
H 0.00 0.00 0.00
H 0.00 -0.01 -0.02
H 0.02 -0.01 0.00
H 0.01 0.00 0.00
H -0.01 0.00 -0.01
H 0.02 0.03 0.01
H 0.00 0.00 0.00
H -0.01 -0.01 0.02
H -0.01 -0.01 0.00

Here is C30H23IrNO5P as an isolated structure in a non-equilibrium geometry from OMol25. Energies are from ωB97M-V/def2-TZVPD.

Values from the calculation:
Relative energy (zero: lowest compared OMol25 entry of this formula, charge and spin)   82.8 kJ/mol
Net charge   0
E_tot   -55335.353 eV
Kohn-Sham gap   6.63 eV

Each line ends with the Löwdin charge.
CARTESIAN COORDINATES (ANGSTROEM)
Ir -1.7739 -0.6268 -1.3967  1.36
P 0.4171 0.1937 0.9327  0.77
O 0.7091 3.0588 -3.4510  0.13
O -0.2319 -1.3767 -2.3832  -0.15
O 3.0876 1.4868 -4.3071  0.16
O -1.3152 0.9726 -2.4949  -0.18
O 2.6527 -1.3163 -3.4106  0.13
N -0.9107 -0.3680 0.3489  -0.38
C -0.7387 0.2537 3.4283  -0.09
C 4.0664 -0.6021 -0.8157  -0.08
C 1.3377 -1.0587 4.7115  -0.08
C 1.9068 -0.6363 0.2594  -0.29
C 1.7463 4.0262 1.5483  -0.08
C -4.0227 -0.3348 -2.4357  -0.10
C -3.2951 -2.7107 -1.1426  -0.08
C 1.8924 -2.0218 0.1653  -0.10
C 1.4358 -0.7616 3.3612  -0.07
C 2.0951 1.0529 -3.7988  -0.22
C 0.3608 4.0552 -0.4137  -0.07
C 2.9986 0.0721 -0.2399  -0.07
C 0.7292 1.9893 0.7637  -0.28
C 0.3974 -0.1009 2.7155  -0.29
C -3.4264 -1.3737 -3.1594  -0.12
C 0.2013 -0.6992 5.4179  -0.09
C 4.0473 -1.9824 -0.8923  -0.09
C -0.1023 0.8366 -2.9580  -0.30
C 1.1629 4.7203 0.4969  -0.08
C 0.8311 1.8610 -3.4198  -0.27
C -3.0915 -2.5711 -2.5122  -0.08
C 0.1405 2.6946 -0.2751  -0.07
C -0.8363 -0.0401 4.7737  -0.08
C -4.0667 -1.7976 1.0766  -0.04
C 2.9593 -2.6914 -0.4023  -0.07
C -3.8601 -1.6505 -0.3937  -0.34
C 1.5287 2.6651 1.6839  -0.09
C -4.2430 -0.4662 -1.0593  -0.10
C 1.8523 -0.4171 -3.3740  -0.27
C 0.4661 -0.4129 -2.9032  -0.28
H 2.9382 -3.7698 -0.4807  0.11
H -4.2944 0.5824 -2.9390  0.13
H -0.1028 4.5825 -1.2366  0.11
H -1.7252 0.2357 5.3240  0.10
H -0.5120 2.1894 -0.9689  0.07
H -1.5488 0.7578 2.9173  0.10
H 3.0122 1.1540 -0.1879  0.10
H 1.3287 5.7838 0.3954  0.10
H -3.2372 -1.2559 -4.2164  0.13
H 2.1453 -1.5782 5.2076  0.10
H -5.0385 -2.2520 1.2749  0.09
H 0.1199 -0.9368 6.4685  0.10
H 4.8712 -2.5085 -1.3513  0.11
H 1.0304 -2.5713 0.5241  0.11
H -3.2962 -2.4280 1.5127  0.09
H 4.9026 -0.0463 -1.2169  0.11
H 2.3239 -1.0419 2.8103  0.10
H -4.7033 0.3361 -0.5013  0.13
H -2.6338 -3.3731 -3.0737  0.13
H 1.9870 2.1271 2.5049  0.11
H -3.0107 -3.6266 -0.6463  0.13
H 2.3668 4.5475 2.2646  0.10
H -4.0312 -0.8296 1.5703  0.08

Atomic forces in eV per Å
Ir -1.18 -0.53 -2.04
P 0.40 0.06 -0.70
O -0.07 0.12 -0.17
O 0.53 -0.76 0.76
O -0.08 -0.05 0.11
O -0.52 0.66 0.73
O -0.12 0.03 -0.22
N -0.76 -0.11 0.30
C -0.20 0.18 -0.04
C 0.03 0.08 0.11
C -0.02 0.00 0.10
C -0.07 0.66 0.15
C 0.02 -0.02 0.03
C 0.21 -0.01 0.25
C -0.08 0.17 0.36
C -0.14 -0.15 0.03
C 0.09 0.09 -0.07
C 0.03 -0.02 0.02
C -0.06 0.08 -0.03
C 0.00 0.03 0.06
C 0.07 -0.33 0.26
C 0.16 -0.33 -0.20
C 0.04 -0.17 -0.08
C 0.04 -0.04 -0.01
C 0.02 -0.07 0.09
C 0.83 -0.39 -0.27
C 0.01 0.06 0.02
C 0.12 -0.26 -0.04
C -0.01 0.28 -0.02
C -0.09 -0.05 0.03
C -0.04 -0.01 0.14
C -0.01 0.03 0.13
C 0.11 -0.08 -0.02
C 0.16 0.00 0.05
C 0.11 -0.01 -0.01
C -0.03 -0.09 0.29
C 0.01 0.08 -0.16
C 0.25 0.78 -0.16
H 0.00 -0.03 0.00
H 0.10 0.05 0.01
H 0.06 0.01 -0.02
H -0.03 0.03 0.03
H -0.06 0.01 0.02
H -0.03 -0.01 -0.03
H 0.00 0.01 0.00
H 0.03 0.05 -0.01
H 0.04 0.01 0.00
H 0.04 -0.01 0.03
H -0.04 -0.02 0.00
H 0.00 -0.01 0.08
H 0.04 -0.03 -0.05
H -0.03 0.00 0.00
H 0.06 -0.02 0.02
H 0.01 0.02 -0.03
H 0.01 -0.04 -0.02
H -0.02 0.02 0.02
H 0.07 0.01 -0.01
H 0.00 -0.01 0.04
H 0.00 -0.02 0.07
H 0.02 0.01 0.02
H 0.01 0.04 0.02

What is the relative energy (zero: lowest compared OMol25 entry of this formula, charge and spin) in the second record? 26.9 kJ/mol

Among the records above, which one has the lowest E_tot? C30H23F3N8O3STi